Molecular formula: C13H14AuF6N2O9S3
Method: DFT, the ωB97M-V functional and the def2-TZVPD basis

Values from the calculation:
Kohn-Sham gap (spin up / spin down): 8.696 / 6.322 eV
Multiplicity: 3
LUMO energy (spin up / spin down): -3.9 / -6.9 eV
<S²>: 2.01
Charge: +1

Structure (XYZ):
```
48
C13H14AuF6N2O9S3 the ωB97M-V functional and the def2-TZVPD basis
Au 0.19224 0.66727 -0.58141
O 4.62027 0.37056 -0.39231
C 3.30462 0.47863 -0.34514
O 2.54230 -0.21281 -0.98329
C 2.83947 1.54257 0.59888
C 3.66110 2.32255 1.38684
C 3.07304 3.26262 2.22980
C 1.69523 3.38898 2.27048
C 0.93214 2.57588 1.44682
N 1.51456 1.69638 0.64271
C -0.59082 2.59802 1.43294
O -1.16978 3.31905 2.20331
O -1.16527 1.79204 0.57600
H 4.86146 -0.32430 -1.02738
H 4.73236 2.19440 1.33719
H 3.69626 3.88881 2.85348
H 1.18671 4.09274 2.91451
C -0.62883 -4.97119 2.61877
C -0.26844 -3.56493 3.07074
S -0.57517 -2.33807 1.77656
O 0.22026 -1.13232 2.00348
C -2.33876 -1.99845 1.69491
C -2.75663 -1.01185 2.77914
H -0.46235 -5.64429 3.45838
H -0.00874 -5.29527 1.78593
H -1.67623 -5.05585 2.33075
H 0.79368 -3.44006 3.28264
H -0.84468 -3.22724 3.93569
H -2.80422 -2.98278 1.77702
H -2.49031 -1.61795 0.68608
H -2.60315 -1.41122 3.78118
H -3.82031 -0.81275 2.65485
H -2.22390 -0.06847 2.67188
F -1.55152 -4.82867 -2.51738
C -1.65925 -3.84830 -1.65140
F -2.87541 -3.32330 -1.69847
F -1.47482 -4.34514 -0.40389
S -0.37657 -2.55351 -1.91644
O -0.65500 -1.63026 -0.79502
O 0.88331 -3.21841 -1.85382
N -0.83522 -2.01229 -3.28846
S -0.73811 -0.52784 -3.81053
O -0.59383 0.44468 -2.73081
O -1.71358 -0.27090 -4.80376
C 0.90151 -0.48687 -4.65079
F 1.03406 0.66729 -5.28515
F 1.86240 -0.59435 -3.72919
F 1.00486 -1.48673 -5.50668
```

Here are the Löwdin charges for atoms 1 to 8, given in e: Au 1.186; O 0.172; C -0.443; O 0.070; C -0.147; C 0.047; C 0.013; C 0.056

---

Molecular formula: C13H14BCsIN8
Method: DFT, the ωB97M-V functional and the def2-TZVPD basis

Values from the calculation:
Kohn-Sham gap (spin up / spin down): 8.356 / 7.490 eV
Multiplicity: 2
LUMO energy (spin up / spin down): -0.2 / -1.1 eV
<S²>: 0.76
Energy relative to the best compared isomer or geometry (same formula, charge and spin): 0.0000 eV

Structure (XYZ):
```
38
C13H14BCsIN8 the ωB97M-V functional and the def2-TZVPD basis
Cs -0.25855 0.14810 -0.13495
C -3.62502 -1.59128 2.21149
C -2.24303 -1.58228 2.45506
N -1.55631 -1.91645 1.36974
N -2.47230 -2.14325 0.40705
C -3.72250 -1.95852 0.89059
B -2.27590 -2.68948 -1.03538
N -3.00768 -1.72758 -1.99382
C -4.04693 -1.83905 -2.85251
C -4.25402 -0.60633 -3.43198
C -3.27350 0.21820 -2.85563
N -2.53364 -0.46525 -1.99805
N -0.80225 -2.80803 -1.51218
C -0.53813 -3.28845 -2.74925
C 0.82520 -3.37151 -2.89885
C 1.32484 -2.91357 -1.67051
N 0.34405 -2.57745 -0.84227
N -2.85461 -4.11832 -1.05411
C -2.33582 -5.11959 -0.30499
C -3.09396 -6.24359 -0.52385
C -4.05601 -5.83093 -1.46249
N -3.89310 -4.55770 -1.78821
H -4.42855 -1.37991 2.89490
H -1.70843 -1.34382 3.36226
H -4.58684 -2.12251 0.26741
H -4.55126 -2.77969 -2.97728
H -5.00428 -0.35258 -4.16036
H -3.07217 1.26516 -3.02197
H -1.33760 -3.55346 -3.42233
H 1.37111 -3.72209 -3.75702
H 2.34832 -2.81076 -1.34291
H -1.48440 -4.94884 0.33491
H -2.96777 -7.21384 -0.07555
H -4.84959 -6.40269 -1.91659
I 1.90295 1.68175 2.88391
C 2.66993 -0.08232 2.24416
H 2.12735 -0.98910 2.46046
H 3.51552 -0.06908 1.57660
```

Here are the Löwdin charges for atoms 1 to 8, given in e: Cs 1.014; C -0.059; C -0.185; N -0.092; N -0.050; C -0.073; B -0.729; N -0.019

---

Molecular formula: C13H14BrF
Method: DFT, the ωB97M-V functional and the def2-TZVPD basis

Values from the calculation:
Kohn-Sham gap: 9.689 eV
LUMO energy: 0.8 eV
Structure (SMILES): C=C(C)[C@](F)(/C=C/C)c1ccccc1Br
Energy relative to the best compared isomer or geometry (same formula, charge and spin): 1.1754 eV

Structure (XYZ):
```
29
C13H14BrF the ωB97M-V functional and the def2-TZVPD basis
C -1.40008 0.83540 1.80786
C -0.15979 0.57263 1.52829
C 0.88314 0.63422 2.59404
C 0.50761 0.71702 -0.04689
F 1.10258 1.87372 -0.12063
C -0.59862 0.56442 -1.05018
C -1.33125 1.58868 -1.40961
C -2.34507 1.60198 -2.48956
C 1.40235 -0.45218 -0.08889
C 0.90646 -1.74123 0.10584
C 1.63830 -2.89493 -0.23005
C 2.93424 -2.83284 -0.72542
C 3.53448 -1.59239 -0.77578
C 2.78338 -0.43904 -0.33563
Br 3.84672 1.20180 -0.30322
H -2.29126 1.07105 1.06017
H -1.76123 0.79618 2.77114
H 1.49665 1.65067 2.51967
H 0.49376 0.27983 3.57116
H 1.70183 -0.16633 2.49422
H -0.53869 -0.24428 -1.76747
H -1.50213 2.51364 -0.68987
H -2.22084 2.55841 -3.04367
H -3.31270 1.60836 -1.98615
H -2.42516 0.77557 -3.25578
H -0.16131 -1.90818 0.35891
H 1.22745 -3.82270 0.17664
H 3.36958 -3.73798 -1.13332
H 4.54459 -1.64796 -1.28037
```

Here are the Löwdin charges for atoms 1 to 8, given in e: C 0.037; C -0.260; C -0.078; C -0.454; F 0.036; C -0.052; C -0.178; C -0.115

---

Number 1: total energy -3219.54599 Ha. Number 2: total energy -1284.55457 Ha. Number 3: total energy -3177.51247 Ha.